Here is a 12-piece molecular cluster, C136H80O32 overall at a distorted geometry from the OMol25 dataset. Energies are from ωB97M-V with the def2-TZVPD basis set.

Structure (ORCA input):
```
! wB97M-V def2-TZVPD RIJCOSX def2/J DEFGRID3
* xyz 0 1
C -6.876 13.800 23.226
H -13.872 14.712 22.471
H -13.098 19.589 36.436
H -11.194 14.564 25.052
C -12.030 16.933 33.310
H -12.881 16.658 30.027
H -10.282 16.021 34.168
C -10.903 14.224 36.410
C -14.614 11.389 27.268
C -12.216 17.408 26.473
H -10.883 14.944 30.099
C -10.025 14.943 37.330
H -21.804 14.426 21.293
C -22.494 11.486 25.283
H -12.505 9.013 35.100
O -20.327 13.819 29.913
C -13.174 12.217 29.133
O -14.198 13.809 22.483
C -13.291 16.809 27.210
H -19.313 11.063 33.801
C -16.472 14.503 30.586
H -10.267 8.298 31.587
C -11.270 15.511 30.932
H -18.789 10.301 26.280
C -12.255 16.528 30.898
O -24.828 15.631 27.517
C -14.031 17.987 32.069
H -9.949 16.424 38.951
C -14.251 18.795 33.371
C -14.198 15.695 37.319
H -14.904 20.918 36.525
C -9.379 8.172 22.470
H -5.990 7.332 20.873
C -12.431 8.929 34.026
H -9.924 14.568 32.255
C -15.642 12.761 29.157
C -14.859 9.571 31.030
O -9.228 16.211 24.798
C -8.849 10.908 27.422
H -8.992 14.850 37.028
C -12.175 6.493 27.784
H -11.406 21.393 25.560
C -20.010 18.178 22.604
C -16.905 16.086 23.450
C -22.454 13.314 29.024
H -17.057 10.568 30.032
C -19.179 15.946 24.290
C -5.941 9.789 21.986
H -13.989 17.433 27.748
C -14.497 6.113 27.163
O -14.761 9.499 29.801
C -12.754 15.282 37.351
C -18.456 10.745 33.226
H -16.545 21.003 34.704
H -19.415 14.608 26.015
H -10.440 8.252 33.903
H -15.262 12.967 33.592
H -10.360 7.035 25.355
H -12.251 9.247 30.161
H -15.151 15.334 32.002
H -8.833 12.990 23.659
H -15.153 6.783 25.319
C -22.345 19.569 23.232
H -22.626 17.987 24.712
C -22.007 18.485 23.980
H -19.721 14.563 29.876
C -22.176 10.742 26.448
O -4.871 9.541 21.521
C -5.252 12.145 22.336
H -8.532 11.814 25.727
C -8.512 10.397 23.415
C -13.563 19.725 35.471
C -7.442 11.470 23.169
H -17.293 10.410 34.901
C -18.979 11.739 23.802
C -10.554 15.851 38.264
C -18.436 10.811 31.757
C -20.500 13.169 22.441
C -8.985 12.172 29.469
C -11.279 8.657 33.356
C -6.905 7.583 21.388
H -23.504 11.712 24.975
C -6.197 11.148 22.514
C -14.288 6.672 25.956
H -14.515 15.188 27.609
C -16.082 10.057 31.761
C -18.081 13.169 21.959
H -22.004 20.852 21.597
O -22.943 12.781 22.761
H -7.948 15.022 28.951
H -22.914 10.540 27.211
H -19.841 19.812 21.047
O -14.912 9.470 35.204
O -9.309 9.741 29.473
H -19.388 11.079 31.322
H -7.053 14.859 23.343
C -17.281 10.378 33.822
H -20.655 9.587 27.467
C -10.873 19.377 25.452
O -12.829 7.641 24.325
O -14.633 16.594 38.063
H -17.504 14.669 20.533
O -14.723 18.108 31.066
C -11.928 16.068 38.202
H -11.443 10.635 25.236
C -16.105 9.988 33.178
C -17.349 14.712 35.531
C -13.106 13.868 35.279
C -12.324 10.774 25.845
C -10.707 15.306 32.164
C -13.080 13.006 22.176
C -12.272 14.476 36.339
C -11.951 6.952 26.551
H -18.424 14.790 35.601
C -11.211 8.658 31.968
O -9.079 9.776 26.724
H -22.491 12.332 29.472
C -16.490 15.233 36.488
O -17.834 11.167 23.805
C -18.246 16.560 23.393
C -7.130 8.823 21.889
C -15.330 19.723 33.389
C -11.008 15.996 33.368
C -19.234 12.690 22.666
C -13.535 10.531 25.212
C -14.733 20.495 35.546
O -12.615 13.160 34.411
H -10.356 8.434 22.849
O -11.725 15.027 22.475
C -21.408 14.155 29.170
O -9.566 10.677 23.949
C -13.444 5.992 28.147
C -12.785 14.635 26.467
C -20.405 19.349 21.844
C -9.019 10.761 28.861
H -16.204 16.531 22.760
C -11.849 13.916 21.987
C -14.601 14.130 35.430
O -20.440 16.368 28.873
O -12.057 12.290 29.604
H -23.245 20.116 23.470
H -17.018 13.057 22.112
C -13.054 11.724 21.927
H -13.774 9.795 24.458
C -20.760 14.184 21.430
C -23.582 13.667 28.170
C -11.779 15.223 25.677
O -24.444 12.899 27.742
O -8.555 14.521 29.501
O -9.987 11.101 20.293
C -9.938 18.449 24.918
O -12.573 19.737 27.066
C -18.672 17.520 22.420
C -20.606 16.399 24.300
C -9.185 6.948 21.933
O -12.005 9.668 21.341
C -16.575 15.004 24.213
C -15.850 11.835 28.001
C -16.850 13.937 34.477
O -17.964 17.899 21.501
H -10.481 13.612 35.627
O -16.913 11.638 27.528
H -9.857 13.596 20.908
C -8.658 20.235 23.931
H -8.244 18.160 23.701
H -16.896 15.880 37.252
C -21.388 15.540 28.664
H -17.251 15.238 30.721
C -21.446 11.811 24.418
H -13.079 13.613 26.279
H -4.887 14.319 22.500
C -8.325 9.107 22.650
C -8.227 13.369 27.324
H -13.317 13.749 31.265
H -4.316 11.868 21.873
H -9.568 9.144 27.256
H -16.954 13.840 25.809
C -13.566 9.285 31.849
C -14.859 9.561 33.978
C -19.618 14.687 20.778
H -7.702 5.578 21.091
C -22.645 15.959 28.145
C -11.339 16.562 25.842
H -15.626 10.412 25.683
O -15.644 5.593 27.406
C -20.876 10.373 26.759
C -7.924 6.586 21.409
C -10.746 13.132 21.309
O -10.686 7.294 26.220
H -8.896 12.131 30.544
C -14.300 13.723 30.817
C -21.630 19.970 22.096
C -19.747 10.715 26.004
H -25.436 14.996 27.131
C -14.655 10.758 26.006
H -22.973 16.986 28.211
C -13.344 11.591 27.789
C -11.979 10.927 21.439
C -20.901 17.759 23.593
C -14.368 12.907 29.742
H -19.732 15.516 20.096
C -10.880 11.805 21.033
C -7.791 12.827 23.424
H -11.332 6.264 28.419
C -23.602 15.149 27.865
C -13.551 15.461 27.206
H -17.656 13.643 29.113
O -13.652 5.396 29.163
C -11.962 18.923 26.375
C -8.914 18.886 24.139
H -7.725 20.573 23.503
H -15.560 14.635 24.203
C -18.754 14.992 25.253
C -12.297 9.116 31.232
C -21.730 12.561 23.091
C -15.082 15.006 36.421
O -7.776 14.242 26.731
C -15.278 14.521 31.303
H -11.306 11.324 27.651
H -17.533 13.399 33.837
C -8.609 13.339 28.867
H -10.005 6.251 22.023
C -18.344 14.150 20.972
H -16.117 19.726 32.650
C -15.477 13.670 34.384
H -14.032 11.268 21.871
C -13.544 9.326 33.245
C -13.339 18.830 34.424
O -11.468 17.649 35.408
C -17.217 10.500 31.097
O -21.504 15.794 24.943
C -5.580 13.511 22.684
H -10.344 10.411 19.730
C -16.698 13.554 29.603
C -12.777 17.165 32.074
C -15.671 20.391 34.536
C -10.048 16.987 25.171
C -17.425 14.570 25.167
H -12.319 16.994 38.597
H -9.411 22.215 24.230
C -10.682 20.701 25.155
C -12.261 17.843 34.450
C -20.091 11.411 24.809
C -12.232 11.302 27.095
C -8.495 11.986 26.793
C -12.986 7.148 25.489
H -15.554 5.183 28.270
C -9.606 21.162 24.371
*
```

Summary:
lowest unoccupied orbital energy = -0.07238 Ha
SMILES = O=C1c2ccccc2C(=O)c2ccccc21.O=C1c2ccccc2C(=O)c2ccccc21.O=C1c2ccccc2C(=O)c2ccccc21.O=C1c2ccccc2C(=O)c2ccccc21.O=C1c2ccccc2C(=O)c2ccccc21.O=C1c2ccccc2C(=O)c2ccccc21.O=C1c2ccccc2C(=O)c2ccccc21.O=C1c2ccccc2C(=O)c2ccccc21.O=C1C=C(O)C(=O)C=C1O.O=C1C=C(O)C(=O)C=C1O.O=C1C=C(O)C(=O)C=C1O.O=C1C=C(O)C(=O)C=C1O
calculated total energy = -207841.788 eV
F_max = 8.125 eV/A
HOMO = -0.33615 Eh